1.
Computed, not measured: C32H29F9N3O6PRuS3 as an isolated structure, with ωB97M-V/def2-TZVPD.

Last column: Mulliken spin population.
Element x y z (Å)
Ru: 0.39 -0.38 0.44  3.526
O: 2.89 -1.38 -1.06  0.008
N: 2.50 -0.17 -0.57  0.045
C: 3.49 0.62 -0.44  0.007
C: 3.48 2.05 -0.10  0.030
C: 4.75 2.64 -0.17  -0.001
C: 4.94 3.99 0.05  0.000
C: 3.85 4.79 0.34  0.001
C: 2.59 4.22 0.41  0.002
C: 2.38 2.86 0.21  -0.040
P: 0.66 2.24 0.27  0.158
C: -0.08 3.22 1.60  0.008
C: 0.64 3.43 2.78  0.020
C: 0.05 4.05 3.87  -0.004
C: -1.27 4.47 3.80  0.007
C: -1.99 4.26 2.63  -0.005
C: -1.41 3.64 1.54  0.009
C: -0.04 2.89 -1.28  -0.027
C: -0.43 4.22 -1.46  -0.001
C: -0.94 4.64 -2.68  -0.001
C: -1.05 3.75 -3.73  0.002
C: -0.65 2.43 -3.57  0.009
C: -0.15 2.00 -2.35  0.029
H: 2.11 -1.99 -0.85  -0.012
H: 4.46 0.20 -0.68  0.008
H: 5.60 2.01 -0.40  0.000
H: 5.93 4.41 -0.01  0.000
H: 3.97 5.86 0.51  0.000
H: 1.74 4.86 0.65  0.001
H: 1.66 3.07 2.86  0.001
H: 0.63 4.21 4.77  0.000
H: -1.73 4.97 4.64  0.000
H: -3.02 4.59 2.58  0.000
H: -1.98 3.46 0.64  0.002
H: -0.35 4.92 -0.64  0.001
H: -1.25 5.67 -2.80  0.000
H: -1.45 4.08 -4.68  0.000
H: -0.74 1.72 -4.39  0.000
H: 0.12 0.96 -2.22  -0.028
F: -1.23 -4.30 0.20  0.000
C: -0.08 -4.59 0.83  -0.005
F: 0.01 -5.94 0.86  0.000
F: -0.20 -4.17 2.09  -0.001
C: 1.12 -3.91 0.11  0.040
O: 0.82 -2.64 -0.22  0.086
C: 2.38 -4.01 1.04  -0.013
F: 3.51 -3.93 0.32  0.000
F: 2.43 -5.16 1.73  0.000
F: 2.40 -3.01 1.91  -0.005
C: 1.41 -4.72 -1.20  0.002
F: 2.00 -5.90 -0.97  0.001
F: 2.21 -4.02 -2.01  0.000
F: 0.27 -4.96 -1.87  0.000
C: -0.06 -0.13 4.91  -0.001
S: 0.12 -0.12 3.16  -0.034
O: -1.02 0.61 2.59  0.027
O: 0.09 -1.51 2.68  0.038
O: 1.40 0.51 2.85  0.027
H: -0.90 -0.78 5.18  0.001
H: -0.25 0.89 5.24  0.001
H: 0.86 -0.51 5.35  0.001
O: -1.11 -0.88 -1.08  0.071
N: -2.19 -1.56 -0.78  -0.020
C: -2.67 -1.60 0.48  0.069
C: -3.79 -2.33 0.77  0.001
C: -4.44 -3.03 -0.23  0.001
C: -3.94 -2.97 -1.52  0.000
C: -2.81 -2.23 -1.77  0.004
H: -2.12 -1.02 1.21  -0.050
H: -4.14 -2.35 1.80  0.000
H: -5.33 -3.62 -0.01  0.000
H: -4.40 -3.51 -2.33  0.000
H: -2.33 -2.13 -2.73  -0.001
S: -3.34 1.44 -0.82  0.002
C: -4.37 2.66 -0.49  -0.001
N: -4.81 3.03 0.73  0.000
C: -5.50 4.30 0.84  0.000
C: -6.17 4.50 -0.52  0.000
S: -5.03 3.74 -1.71  0.000
H: -4.36 2.59 1.53  0.000
H: -4.80 5.11 1.04  0.000
H: -6.24 4.27 1.64  0.000
H: -6.31 5.55 -0.75  0.000
H: -7.14 4.00 -0.56  0.000

* 2S+1: 5
* net charge: 0
* total energy: -119241.7455 eV
* expectation value of S²: 6.008
* orbital gap (spin up / spin down): 7.7 / 7.6 eV
* relative energy (zero: lowest compared OMol25 entry of this formula, charge and spin): 32.3 kcal per mole
* LUMO level (spin up / spin down): 0.06 / -0.55 eV

=====

2.
Computed, not measured: an isolated molecule of C9H8N2O2 at a distorted geometry, with ωB97M-V/def2-TZVPD.

Last column: natural (NBO) charge in e.
Element x y z (Å)
C: -1.37 1.51 -0.08  0.320
C: -2.30 1.36 0.97  -0.252
C: -2.33 0.15 1.63  -0.198
C: -1.34 -0.80 1.36  -0.183
C: -0.34 -0.61 0.41  -0.169
C: -0.30 0.62 -0.32  0.048
C: 1.70 0.32 -1.59  0.180
C: 2.44 -0.36 -0.52  -0.308
C: 0.55 -1.78 0.14  0.653
H: -0.65 2.54 -1.51  0.503
H: -2.96 2.22 1.27  0.237
H: -2.94 -0.07 2.50  0.222
H: -1.32 -1.81 1.85  0.242
H: 2.04 0.23 -2.62  0.187
H: 3.50 -0.50 -0.77  0.223
H: 2.32 0.26 0.38  0.224
H: 2.07 -2.40 -0.93  0.408
N: 0.62 0.98 -1.33  -0.469
N: 1.86 -1.63 -0.29  -0.603
O: -1.33 2.67 -0.80  -0.672
O: 0.09 -2.90 0.26  -0.594

* net charge: 0
* total energy: -16537.1187 eV
* SMILES: O=C1NCC=Nc2c(O)cccc21
* orbital gap: 7.9 eV
* relative energy (zero: lowest compared OMol25 entry of this formula, charge and spin): 38.9 kcal per mole
* LUMO level: -0.33 eV

=====

3.
Computed, not measured: C3H4O5Rb as an isolated structure at a distorted geometry, with ωB97M-V/def2-TZVPD.

Last column: Löwdin charge in e.
Element x y z (Å)
O: -2.25 -1.13 0.71  -0.069
C: -1.57 -0.41 -0.06  -0.298
O: 0.61 -0.19 -1.13  -0.423
C: 1.55 0.26 0.94  -0.604
C: -0.46 -1.04 -0.90  -0.400
O: 2.36 1.21 0.68  -0.226
O: 1.93 -0.78 1.50  -0.002
H: -2.16 0.34 -0.65  0.101
H: 0.00 -1.79 -0.21  0.104
H: -0.89 -1.54 -1.79  0.096
Rb: 1.67 2.60 -1.74  0.913
O: -0.07 0.87 1.28  -0.230
H: -0.72 1.62 1.37  0.038

* net charge: -1
* total energy: -14066.0775 eV
* orbital gap: 4.4 eV
* relative energy (zero: lowest compared OMol25 entry of this formula, charge and spin): 92.9 kcal per mole
* LUMO level: 1.29 eV

=====

4.
Computed, not measured: C7H12Li4N2O9 as an isolated structure at a distorted geometry, with ωB97M-V/def2-TZVPD.

Last column: natural (NBO) charge in e.
Element x y z (Å)
Li: -0.84 -0.93 1.58  0.870
Li: -2.56 0.59 2.82  0.949
Li: -0.16 1.94 0.59  0.944
Li: -3.51 1.15 -0.13  0.951
C: 3.06 0.20 0.91  -0.458
C: 4.29 -0.47 1.14  0.443
C: 4.24 -1.79 1.88  0.399
O: 5.29 -2.42 2.09  -0.609
C: 3.00 -2.27 2.31  -0.532
C: 1.77 -1.63 2.10  0.407
C: 1.81 -0.27 1.26  0.365
O: 0.70 0.33 1.03  -1.001
O: 0.68 -2.00 2.62  -0.742
O: 5.33 0.08 0.78  -0.566
H: 3.07 1.13 0.35  0.173
H: 3.00 -3.19 2.88  0.213
O: -2.16 -1.27 3.06  -1.315
H: -2.95 -1.54 2.58  0.401
O: -1.91 0.70 0.93  -1.392
H: -1.61 0.40 0.07  0.459
O: 0.84 -0.48 -2.23  -0.943
H: 0.68 0.42 -1.92  0.447
H: 0.34 -1.05 -1.61  0.491
O: -0.75 -2.17 -0.23  -0.959
H: -1.62 -2.25 -0.64  0.473
H: -0.43 -3.08 -0.15  0.514
C: -2.62 2.11 -2.75  0.796
O: -2.99 1.22 -1.95  -0.808
N: -1.89 1.84 -3.85  -0.798
N: -2.89 3.43 -2.52  -0.833
H: -1.59 2.61 -4.41  0.414
H: -1.79 0.85 -4.00  0.442
H: -2.36 4.19 -2.89  0.412
H: -3.48 3.60 -1.72  0.395

* net charge: 0
* total energy: -29685.4586 eV
* orbital gap: 3.0 eV
* relative energy (zero: lowest compared OMol25 entry of this formula, charge and spin): 53.8 kcal per mole
* LUMO level: -2.44 eV

=====

5.
Computed, not measured: a 6-piece molecular cluster, C24H64N11O6P3 overall at a distorted geometry, with ωB97M-V/def2-TZVPD.

Last column: Löwdin charge in e.
Element x y z (Å)
N: 0.60 0.47 0.40  0.197
H: -0.14 -0.10 0.85  0.042
H: 1.17 0.98 1.18  0.018
H: 0.12 1.22 -0.12  0.049
H: 1.25 -0.02 -0.22  0.037
O: 1.62 1.72 2.44  -0.445
H: 2.11 2.50 2.17  -0.109
C: -1.70 -0.85 -2.32  -0.056
C: -1.95 -0.57 -3.67  -0.062
C: -1.42 -1.40 -4.64  -0.017
C: -0.78 -2.57 -4.27  -0.154
C: -0.43 -2.78 -2.95  -0.005
C: -0.87 -1.91 -1.97  -0.068
N: -0.26 -3.53 -5.27  -0.366
O: -0.10 -4.66 -4.90  0.079
O: -0.01 -3.09 -6.37  0.078
H: -2.02 -0.16 -1.56  0.089
H: -2.54 0.30 -3.91  0.098
H: -1.51 -1.12 -5.68  0.117
H: 0.18 -3.63 -2.70  0.120
H: -0.51 -1.99 -0.96  0.084
O: 2.18 -1.06 -1.30  -0.280
P: 3.60 -1.25 -0.95  0.551
N: 3.88 -2.31 0.32  -0.290
C: 5.22 -2.79 0.61  -0.101
C: 2.99 -2.20 1.46  -0.122
N: 4.39 0.16 -0.52  -0.298
C: 4.42 1.28 -1.43  -0.127
C: 4.84 0.54 0.81  -0.094
N: 4.55 -1.83 -2.20  -0.297
C: 3.89 -2.33 -3.39  -0.109
C: 5.96 -1.53 -2.35  -0.119
H: 5.18 -3.58 1.35  0.088
H: 5.88 -1.98 0.94  0.076
H: 5.63 -3.24 -0.29  0.071
H: 2.06 -1.70 1.23  0.061
H: 3.42 -1.59 2.27  0.080
H: 2.76 -3.16 1.94  0.076
H: 5.43 1.58 -1.72  0.082
H: 3.88 1.10 -2.36  0.083
H: 3.91 2.17 -1.03  0.086
H: 4.31 1.43 1.15  0.077
H: 4.65 -0.25 1.53  0.049
H: 5.93 0.69 0.84  0.085
H: 3.05 -1.69 -3.68  0.071
H: 4.53 -2.34 -4.27  0.081
H: 3.46 -3.33 -3.28  0.081
H: 6.52 -2.47 -2.45  0.083
H: 6.38 -1.06 -1.46  0.070
H: 6.11 -0.87 -3.21  0.084
O: -1.13 -1.32 1.49  -0.277
P: -1.64 -1.97 2.72  0.526
N: -0.89 -1.43 4.09  -0.305
C: -1.45 -1.73 5.40  -0.104
C: 0.42 -0.76 4.07  -0.084
N: -1.49 -3.64 2.74  -0.303
C: -0.21 -4.19 3.19  -0.099
C: -2.05 -4.33 1.58  -0.098
N: -3.27 -1.71 2.93  -0.297
C: -3.74 -0.37 2.59  -0.102
C: -4.17 -2.58 3.68  -0.115
H: -0.76 -1.50 6.20  0.082
H: -1.66 -2.82 5.43  0.076
H: -2.42 -1.26 5.61  0.069
H: 0.30 0.32 4.13  0.072
H: 1.02 -1.08 3.22  0.053
H: 0.99 -1.07 4.95  0.079
H: -0.41 -5.20 3.56  0.085
H: 0.54 -4.20 2.39  0.077
H: 0.17 -3.61 4.03  0.069
H: -1.74 -3.87 0.63  0.073
H: -1.78 -5.39 1.61  0.084
H: -3.14 -4.25 1.61  0.072
H: -3.83 -0.32 1.50  0.072
H: -4.72 -0.16 3.01  0.081
H: -3.08 0.45 2.89  0.083
H: -5.14 -2.57 3.18  0.084
H: -4.29 -2.23 4.71  0.072
H: -3.81 -3.60 3.64  0.066
O: -1.22 2.23 -0.78  -0.283
P: -1.95 3.50 -0.95  0.534
N: -1.25 4.52 -2.08  -0.315
C: -0.46 3.95 -3.17  -0.105
C: -1.58 5.93 -2.18  -0.100
N: -2.04 4.33 0.49  -0.300
C: -1.06 4.13 1.54  -0.097
C: -2.93 5.46 0.71  -0.128
N: -3.56 3.39 -1.40  -0.299
C: -3.93 3.52 -2.80  -0.118
C: -4.47 2.58 -0.60  -0.097
H: -0.88 4.19 -4.15  0.075
H: -0.39 2.88 -3.03  0.070
H: 0.55 4.38 -3.08  0.086
H: -2.60 6.15 -1.86  0.066
H: -1.53 6.22 -3.23  0.082
H: -0.86 6.51 -1.61  0.087
H: -1.56 4.01 2.51  0.085
H: -0.50 3.21 1.41  0.057
H: -0.42 5.01 1.69  0.085
H: -3.77 5.48 0.02  0.070
H: -3.32 5.35 1.72  0.082
H: -2.38 6.41 0.70  0.080
H: -4.57 4.38 -3.02  0.083
H: -3.11 3.54 -3.51  0.067
H: -4.54 2.67 -3.11  0.081
H: -4.15 1.53 -0.52  0.074
H: -5.47 2.74 -0.98  0.085
H: -4.50 2.96 0.42  0.076

* net charge: 0
* total energy: -82470.5495 eV
* orbital gap: 7.3 eV
* relative energy (zero: lowest compared OMol25 entry of this formula, charge and spin): 0.0 kcal per mole
* LUMO level: 0.20 eV

=====

6.
Computed, not measured: a 6-piece molecular cluster, C30H81N5O11 overall at a distorted geometry, with ωB97M-V/def2-TZVPD.

Last column: Löwdin charge in e.
Element x y z (Å)
O: 15.14 3.48 18.78  -0.366
H: 15.52 3.21 17.94  -0.066
C: 15.75 4.63 15.47  -0.057
O: 14.89 3.99 14.55  -0.208
C: 15.00 4.27 13.18  -0.195
C: 14.30 3.24 12.35  -0.075
N: 12.85 3.15 12.66  0.076
H: 12.34 2.38 12.19  0.170
H: 12.72 2.84 13.63  0.147
C: 11.92 4.31 12.32  -0.062
C: 10.77 3.78 11.48  -0.227
O: 11.36 3.07 10.43  -0.194
C: 10.41 2.32 9.65  -0.041
H: 15.76 5.72 15.43  0.089
H: 16.77 4.26 15.31  0.097
H: 15.47 4.28 16.45  0.054
H: 16.06 4.29 12.89  0.150
H: 14.63 5.28 12.97  0.128
H: 14.68 2.24 12.56  0.130
H: 14.55 3.37 11.29  0.159
H: 12.45 5.01 11.67  0.140
H: 11.72 4.84 13.26  0.123
H: 10.21 4.64 11.11  0.146
H: 10.05 3.22 12.09  0.140
H: 10.08 1.41 10.15  0.099
H: 10.94 2.03 8.75  0.103
H: 9.59 2.98 9.37  0.104
C: 13.03 7.24 14.83  -0.063
O: 12.79 6.03 15.52  -0.209
C: 12.58 6.13 16.89  -0.202
C: 11.94 4.82 17.31  -0.076
N: 12.85 3.66 17.02  0.052
H: 13.29 3.59 16.10  0.128
H: 13.64 3.64 17.72  0.103
C: 12.13 2.37 17.32  -0.083
C: 12.91 1.21 16.72  -0.176
O: 13.39 1.52 15.41  -0.229
C: 14.22 0.48 14.90  -0.068
H: 13.20 7.05 13.77  0.085
H: 13.95 7.73 15.13  0.084
H: 12.13 7.86 14.92  0.111
H: 11.87 6.92 17.17  0.145
H: 13.51 6.29 17.45  0.121
H: 11.00 4.69 16.78  0.141
H: 11.74 4.78 18.38  0.139
H: 11.15 2.40 16.84  0.140
H: 12.04 2.25 18.39  0.146
H: 12.32 0.30 16.67  0.146
H: 13.78 1.00 17.36  0.108
H: 14.25 -0.44 15.47  0.103
H: 15.21 0.81 14.57  0.088
H: 13.78 0.30 13.90  0.095
C: 13.95 5.02 21.74  -0.090
O: 13.90 6.30 22.34  -0.192
C: 14.88 6.43 23.37  -0.194
C: 15.05 7.94 23.59  -0.076
N: 13.83 8.58 24.20  0.063
H: 13.01 8.57 23.58  0.169
H: 13.51 8.10 25.05  0.193
C: 14.05 10.02 24.59  -0.075
C: 12.72 10.68 24.85  -0.202
O: 11.83 10.33 23.81  -0.216
C: 10.49 10.76 24.01  -0.062
H: 13.17 4.91 20.99  0.084
H: 13.87 4.22 22.49  0.100
H: 14.88 4.86 21.19  0.064
H: 15.82 5.96 23.06  0.128
H: 14.58 5.95 24.31  0.138
H: 15.14 8.41 22.62  0.135
H: 15.86 8.08 24.31  0.145
H: 14.47 10.60 23.77  0.145
H: 14.70 10.00 25.46  0.148
H: 12.80 11.77 24.85  0.146
H: 12.26 10.41 25.81  0.141
H: 9.86 9.96 24.40  0.099
H: 10.11 11.14 23.06  0.099
H: 10.45 11.62 24.69  0.101
C: 19.41 1.56 16.97  -0.077
O: 18.41 1.32 17.93  -0.199
C: 17.30 0.58 17.48  -0.211
C: 16.49 0.05 18.63  -0.085
N: 16.39 1.12 19.69  0.054
H: 17.36 1.42 19.81  0.154
H: 15.88 1.98 19.31  0.095
C: 15.90 0.76 21.07  -0.085
C: 16.30 -0.63 21.48  -0.251
O: 17.69 -0.70 21.51  -0.192
C: 18.22 -1.64 22.45  -0.043
H: 20.04 0.68 16.83  0.111
H: 20.02 2.42 17.23  0.087
H: 18.96 1.90 16.03  0.093
H: 17.66 -0.22 16.82  0.147
H: 16.75 1.24 16.79  0.114
H: 17.04 -0.76 19.11  0.132
H: 15.56 -0.36 18.27  0.130
H: 14.82 0.87 21.00  0.133
H: 16.17 1.56 21.76  0.137
H: 15.80 -1.38 20.84  0.135
H: 15.88 -0.90 22.46  0.142
H: 17.97 -1.31 23.46  0.098
H: 19.31 -1.59 22.42  0.099
H: 17.82 -2.63 22.24  0.102
C: 19.35 5.79 15.80  -0.078
O: 18.56 5.36 16.89  -0.214
C: 19.15 5.65 18.14  -0.193
C: 18.16 5.26 19.24  -0.064
N: 16.81 5.73 18.80  0.037
H: 16.90 5.85 17.78  0.115
H: 16.03 5.03 18.90  0.099
C: 16.37 7.09 19.29  -0.076
C: 16.79 8.18 18.28  -0.201
O: 16.41 7.72 17.01  -0.222
C: 16.86 8.57 15.96  -0.055
H: 18.75 5.96 14.90  0.091
H: 20.09 5.06 15.47  0.104
H: 19.85 6.74 16.00  0.102
H: 19.41 6.71 18.22  0.126
H: 20.09 5.14 18.35  0.145
H: 18.39 5.70 20.21  0.137
H: 18.15 4.18 19.32  0.125
H: 16.77 7.25 20.28  0.128
H: 15.29 7.07 19.30  0.124
H: 17.87 8.32 18.39  0.129
H: 16.30 9.12 18.55  0.144
H: 16.59 8.09 15.02  0.085
H: 17.95 8.60 15.98  0.097
H: 16.40 9.56 15.95  0.107

* net charge: +4
* total energy: -62357.2947 eV
* orbital gap: 9.9 eV
* relative energy (zero: lowest compared OMol25 entry of this formula, charge and spin): 0.0 kcal per mole
* LUMO level: -7.78 eV

=====

> Which of these has the lowest total energy?

C32H29F9N3O6PRuS3

=====

> What is the total energy in the second record?

-16537.1187 eV

=====

> Look up the total energy of the fourth one.

-29685.4586 eV